Entry w
DFT (ωB97M-V/def2-TZVPD) results for C7H14O2 in the gas phase.

Results
Kohn-Sham gap (alpha / beta) (eV): 7.4746 / 7.4808
HOMO (alpha / beta) (eV): -7.9 / -7.9
LUMO energy (alpha / beta) (Eh): -0.0141 / -0.0140
M (g/mol): 130.187

Cartesian coordinates (Å):
C -0.3782 0.8797 -0.4924
C -0.4110 -0.4617 -0.1802
C 1.3241 -0.5828 -0.2108
C -1.5146 -0.8543 1.1889
C -1.0412 1.2972 -1.7677
C -0.0828 1.9634 0.4872
C 1.6397 -1.4530 0.9995
O -2.6649 -0.6498 0.6542
O 1.7119 -1.1428 -1.4262
H 1.3279 -2.0242 -1.5087
H -0.7455 -1.1374 -0.9640
H 1.8710 0.3571 -0.1428
H -1.2062 -1.8907 1.4398
H -1.1924 -0.1950 2.0224
H -2.1190 1.1090 -1.6392
H -0.8906 2.3523 -1.9790
H -0.6666 0.7031 -2.5995
H -1.0362 2.3361 0.8783
H 0.4908 1.6118 1.3403
H 0.4261 2.7974 0.0072
H 1.2726 -0.9984 1.9209
H 1.1607 -2.4309 0.9073
H 2.7242 -1.5861 1.0644


Entry x
DFT (ωB97M-V/def2-TZVPD) results for C7H14O2 in the gas phase.

Results
Kohn-Sham gap (eV): 10.2172
HOMO (eV): -9.5
LUMO energy (Eh): 0.0265
M (g/mol): 130.187
SMILES: OC[C@@H](O)CC1CCC1

Cartesian coordinates (Å):
C 0.2760 -0.7964 -0.0339
C 1.5207 -0.1447 0.5350
C 2.7718 -0.3938 -0.2621
O 1.4980 1.2581 0.3603
C -1.0208 -0.2656 0.5526
C -1.5931 1.0933 0.0829
C -3.0074 0.4755 0.1408
C -2.3481 -0.9214 0.1056
H 0.2664 -0.6731 -1.1295
H 0.3432 -1.8786 0.1655
H 1.6682 -0.4170 1.5948
H 3.5695 -0.7854 0.3884
H 2.5677 -1.1202 -1.0648
H -0.9579 -0.2800 1.6531
H -1.3865 1.9769 0.7020
H -1.2895 1.3094 -0.9517
H -3.4943 0.6675 1.1073
H -3.7098 0.7292 -0.6646
H -2.2694 -1.3024 -0.9238
H -2.7678 -1.7110 0.7441
O 3.3677 0.8841 -0.9748
H 2.2280 1.6845 -0.3234
H 3.7672 0.6108 -1.8039


Entry y
DFT (ωB97M-V/def2-TZVPD) results for 2 unconnected molecules or ions with the total composition C7H14O2.

Results
Kohn-Sham gap (eV): 8.8330
HOMO (eV): -8.1
LUMO energy (Eh): 0.0281
M (g/mol): 130.187
SMILES: C=C(C)OC.C=C(C)O

Cartesian coordinates (Å):
C 0.1451 -1.4691 1.7162
C -1.9867 0.1735 0.8685
C -0.6098 0.7398 1.0537
C -0.3794 2.0314 1.2709
O 0.4393 -0.1551 1.3085
H -0.4186 -2.0138 0.9555
H 1.1080 -1.9609 1.8628
H -0.4124 -1.4888 2.6529
H -2.3350 -0.3640 1.7463
H -1.9797 -0.5081 0.0184
H -2.6835 0.9798 0.6649
H -1.1676 2.7577 1.1697
H 0.6159 2.3997 1.4426
C 2.0620 -0.3327 -1.5126
C 0.5872 -0.1837 -1.7174
C -0.0341 0.9910 -1.8847
O -0.1557 -1.3344 -1.6655
H 0.4367 -2.0699 -1.4772
H 2.4532 -1.1875 -2.0738
H 2.5815 0.5720 -1.8269
H 2.2755 -0.4893 -0.4556
H 0.5347 1.8968 -1.9698
H -1.0766 1.0157 -2.1472


Which structure is the most stable? The one labeled entry y.


Entry w
DFT (ωB97M-V/def2-TZVPD) results for 2 unconnected molecules or ions with the total composition C2H7NS2.

Results
Kohn-Sham gap (eV): 8.3488
HOMO (eV): -8.1
LUMO energy (Eh): 0.0101
M (g/mol): 109.219
SMILES: C=CN.SS

Cartesian coordinates (Å):
S 2.1504 0.2175 -0.8918
S 1.2951 1.0565 0.8137
H 3.3874 0.6403 -0.5982
H 0.4311 1.8289 0.1645
C -3.1608 -1.4846 1.0240
C -2.6456 -0.5409 0.2396
N -1.7576 -0.7568 -0.8141
H -2.7161 -2.4685 1.0742
H -3.8353 -1.1759 1.8093
H -2.7241 0.5285 0.4294
H -1.5949 -1.7039 -1.0939
H -1.6270 0.0798 -1.3439


Entry x
DFT (ωB97M-V/def2-TZVPD) results for C2H7NS2 in the gas phase.

Results
Kohn-Sham gap (eV): 9.0852
HOMO (eV): -8.6
LUMO energy (Eh): 0.0190
M (g/mol): 109.219

Cartesian coordinates (Å):
C 0.1640 2.4211 -0.5419
C 0.3164 -2.4067 1.0747
N -0.5501 1.4272 0.1677
S -1.0743 0.0319 -0.2136
S 0.0894 -1.7432 -0.6701
H 0.8041 1.8140 -1.2328
H -0.3823 3.1267 -1.0732
H 0.9836 2.7767 0.0340
H 0.7603 -1.4954 1.6866
H 0.9567 -3.1961 0.8767
H -0.6285 -2.7906 1.4182
H -1.4392 0.0346 -1.5262


Which structure is the most stable? The one labeled entry w.


Entry w
DFT (ωB97M-V/def2-TZVPD) results for 2 unconnected molecules or ions with the total composition C2H7NS2.

Results
Kohn-Sham gap (eV): 9.6848
HOMO (eV): -9.3
LUMO energy (Eh): 0.0143
M (g/mol): 109.219
SMILES: C=N.CSS

Cartesian coordinates (Å):
C 2.0748 0.7827 -0.0142
N 3.0263 1.0475 0.8017
H 1.6596 1.6347 -0.6016
H 1.6155 -0.1943 -0.1583
H 3.4745 0.1890 1.1735
C -1.9132 0.1350 0.5596
S -0.8614 -1.3163 0.2647
S -0.8145 -1.4454 -1.8089
H -1.4521 0.9522 0.0012
H -1.9559 0.3770 1.6172
H -2.9216 -0.0252 0.1906
H -1.9320 -2.1370 -2.0256


Entry x
DFT (ωB97M-V/def2-TZVPD) results for 2 unconnected molecules or ions with the total composition C2H7NS2.

Results
Kohn-Sham gap (eV): 8.5225
HOMO (eV): -8.5
LUMO energy (Eh): 0.0007
M (g/mol): 109.219
SMILES: C=CN.SS

Cartesian coordinates (Å):
S -1.7690 1.4038 -1.8095
S -2.9184 -0.1908 -0.9442
H -0.8781 0.5536 -2.3895
H -3.0011 0.4031 0.2819
C 1.0250 0.9421 0.4531
C 1.5372 -0.2818 0.6007
N 0.9228 -1.5491 0.4254
H -0.0549 0.8282 0.2640
H 1.4338 1.8651 0.8360
H 2.5967 -0.3922 0.8088
H -0.0771 -1.4387 0.2711
H 1.1831 -2.1434 1.2021


Which structure is the most stable? The one labeled entry w.


Entry w
DFT (ωB97M-V/def2-TZVPD) results for 10 unconnected molecules or ions with the total composition H20O10.

Results
Kohn-Sham gap (eV): 10.0427
HOMO (eV): -10.3
LUMO energy (Eh): -0.0110
M (g/mol): 180.150
SMILES: O.O.O.O.O.O.O.O.O.O

Cartesian coordinates (Å):
H -1.2068 -1.1617 -0.5889
H -0.0813 -0.3656 0.0509
H 1.0273 3.5880 0.5799
H 1.4450 2.2887 1.2488
H 0.4147 -0.9948 -4.3280
H 1.0009 -1.0508 -2.9268
H -3.1664 2.7524 2.3582
H -2.6115 1.5858 3.1588
H 1.5528 -0.9481 0.0466
H 3.0097 -1.0533 0.4665
H 3.6430 -2.6743 1.8170
H 2.1450 -2.9137 1.7226
H -2.2251 0.0196 -1.2754
H -3.1735 -0.5916 -0.2570
H 3.6468 -1.1568 -1.7241
H 4.0248 -1.1814 -3.1961
H -1.7216 4.2399 -2.4135
H -2.9505 3.4225 -2.7763
H -1.6217 -2.1231 3.7413
H -2.8932 -2.6494 4.3867
O -1.0352 -0.3573 -0.0866
O 1.1386 2.6462 0.4078
O 0.5158 -0.4713 -3.5250
O -3.0132 1.8021 2.3098
O 2.3779 -0.4500 0.0593
O 2.7944 -2.2273 1.9127
O -3.1593 -0.1575 -1.1174
O 4.2265 -0.7330 -2.3671
O -2.1391 3.3853 -2.2575
O -1.9647 -2.4696 4.5728


Entry x
DFT (ωB97M-V/def2-TZVPD) results for 10 unconnected molecules or ions with the total composition H20O10.

Results
Kohn-Sham gap (eV): 9.7328
HOMO (eV): -9.8
LUMO energy (Eh): -0.0020
M (g/mol): 180.150
SMILES: O.O.O.O.O.O.O.O.O.O

Cartesian coordinates (Å):
O -0.9781 -0.9767 3.7240
H -1.0373 -0.1966 3.1602
H -1.8170 -1.3029 4.0391
O 3.4299 -2.3647 -1.3486
H 2.9724 -2.7211 -0.5882
H 4.0384 -1.7042 -1.0153
O -2.3435 -3.5204 0.9501
H -2.1348 -3.3206 1.8616
H -3.1118 -3.0980 0.5710
O 1.4489 2.2313 1.4165
H 0.5538 1.9934 1.6894
H 1.6336 2.8406 2.1451
O -1.8295 0.8075 -2.8096
H -1.9119 1.6202 -2.3813
H -2.3609 0.6508 -3.5887
O 2.4849 -0.6868 0.5533
H 2.8705 -1.0332 1.3445
H 2.5895 0.2565 0.4951
O 0.6353 0.1270 -3.6574
H 1.5297 -0.0316 -3.3784
H -0.1594 -0.0706 -3.1630
O -1.3492 1.4866 2.3169
H -2.1968 1.3891 1.8712
H -1.2000 2.4348 2.3499
O -0.8699 3.7249 -0.0920
H -0.0054 4.0198 0.1878
H -0.9788 4.0785 -0.9732
O -0.4404 -1.2312 -1.3537
H -0.6029 -2.1475 -1.2086
H 0.2654 -0.8827 -0.8090


Which structure is the most stable? The one labeled entry x.